Record 1
ORCA calculation (wB97M-V/def2-TZVPD) on 2 unconnected molecules or ions with the total composition C4H10NP in a non-equilibrium geometry.

```
16
Properties=species:S:1:pos:R:3:forces:R:3
C -1.70412 0.75805 0.78067 -1.9 -0.8 1.5
C 0.88892 1.18583 -0.79503 0.8 -4.0 2.7
C 1.27623 -1.28937 -0.31008 2.0 0.5 -0.3
C 0.98239 0.02051 0.24617 -2.5 1.1 3.7
N -0.87256 -0.42127 0.92957 4.2 2.1 0.0
P -1.92761 -0.66037 -0.36280 -1.9 -1.1 -0.2
H -2.47488 0.87741 1.62441 1.3 0.1 -1.3
H -1.30671 1.67610 0.34808 -0.2 -0.2 0.1
H 0.51367 1.97372 -0.25784 -0.7 2.4 0.5
H 1.88214 1.25252 -1.16467 0.7 0.6 -0.7
H 0.22120 0.66218 -1.41016 -1.1 0.4 -1.9
H 0.97042 -1.18043 -1.33222 0.4 -0.8 -0.9
H 0.67711 -2.02263 0.14912 -0.4 -1.1 0.7
H 2.37483 -1.47555 -0.16060 -1.0 -0.2 -0.6
H 1.41733 0.23351 1.30956 -0.8 -0.2 -2.1
H -2.91836 -1.59020 0.40580 1.0 1.4 -1.0
```
Forces are in eV/Å.

E_LUMO = 1.1 eV
Kohn-Sham gap = 0.3533 Ha
HOMO level = -8.52 eV
Total energy = -554.3639 Ha
Total charge = 0
Relative energy (zero: lowest compared OMol25 entry of this formula, charge and spin) = 317.2 kJ/mol

Record 2
ORCA calculation (wB97M-V/def2-TZVPD) on C22H25N3O4S in the gas phase.

```
55
Properties=species:S:1:pos:R:3:forces:R:3
C -5.33551 -2.88434 1.00580 -0.1 0.2 -0.1
H -4.57102 -3.26490 0.33406 0.1 -0.1 -0.1
H -6.19778 -3.54474 0.96821 -0.1 -0.1 0.0
H -4.93654 -2.88703 2.01758 0.0 -0.1 0.1
C -5.73925 -1.47660 0.57942 -0.1 -0.3 -0.2
N -4.60579 -0.56997 0.59612 -0.1 -0.1 0.0
C -4.02383 -0.25763 -0.57564 0.2 0.2 0.0
O -4.43843 -0.65376 -1.65390 -0.1 -0.1 -0.4
C -2.82226 0.64804 -0.55311 0.1 -0.1 0.0
C -2.85968 1.74207 -1.35081 -0.1 -0.2 0.2
N -1.80104 2.56967 -1.52212 -0.2 0.3 -0.2
C -0.59430 2.31724 -0.93004 0.4 -0.3 0.3
C 0.49876 3.16703 -1.14876 0.1 0.0 0.0
C 1.71409 2.88156 -0.57137 -0.2 0.2 -0.2
C 1.83898 1.76527 0.24588 0.5 -0.3 0.4
C 0.77698 0.93112 0.49127 -0.1 0.1 0.1
C -0.46048 1.18604 -0.10587 0.1 0.2 -0.1
C -1.58289 0.25240 0.10873 -0.1 0.2 -0.1
O -1.45747 -0.76735 0.77107 0.0 -0.1 0.0
H 0.88872 0.07221 1.13443 -0.1 -0.1 0.0
S 3.45077 1.36128 0.89214 0.2 0.0 0.0
O 4.25038 2.54773 0.97923 0.0 0.1 -0.3
O 3.30538 0.54961 2.06517 -0.3 -0.1 -0.2
N 4.09630 0.45680 -0.38653 -0.2 0.7 0.4
C 3.48699 -0.81642 -0.51912 -0.3 -0.7 -0.2
C 2.31700 -0.90789 -1.26233 0.1 -0.2 -0.1
C 1.62974 -2.10960 -1.34255 0.0 0.1 0.0
C 2.15087 -3.22414 -0.69669 0.1 0.1 0.0
C 3.33783 -3.15745 0.01700 0.0 0.0 0.0
C 4.00081 -1.93960 0.10779 -0.1 0.1 -0.1
H 4.91253 -1.86079 0.68236 0.1 0.0 0.1
C 3.90526 -4.36801 0.69390 0.0 0.0 0.0
H 4.16601 -4.13852 1.72512 0.0 -0.1 0.1
H 4.81224 -4.69308 0.18418 0.1 -0.1 0.0
H 3.19282 -5.18858 0.68575 0.0 -0.1 0.0
H 1.61611 -4.16138 -0.75227 -0.1 -0.1 0.0
C 0.32622 -2.19519 -2.07395 0.0 0.0 0.1
H 0.23139 -1.39308 -2.80197 0.0 0.0 -0.1
H 0.22457 -3.15107 -2.58250 0.0 0.0 -0.1
H -0.49373 -2.10627 -1.36094 -0.1 0.0 0.0
H 1.95117 -0.03466 -1.78039 0.0 0.1 -0.1
H 5.09659 0.40355 -0.24130 0.2 0.1 0.1
H 2.58103 3.50297 -0.72688 0.0 0.2 -0.1
H 0.37835 4.03404 -1.78188 0.0 0.1 -0.1
H -1.88307 3.37378 -2.12790 0.0 -0.2 0.1
H -3.76066 1.99806 -1.89004 0.0 0.0 -0.1
C -4.24467 0.01947 1.86846 0.1 0.5 0.2
H -3.16240 0.00767 1.99506 -0.1 -0.1 0.1
C -4.78192 1.44369 2.00811 0.0 -0.3 0.1
H -4.54281 1.83402 2.99365 0.0 0.1 0.1
H -4.33921 2.09614 1.25908 0.0 0.1 0.0
H -5.86239 1.45740 1.88140 -0.1 0.0 0.0
H -4.67242 -0.60741 2.65282 0.1 0.0 -0.1
H -6.11910 -1.49870 -0.44456 0.0 0.1 0.2
H -6.51649 -1.08186 1.24029 0.0 0.0 -0.1
```
Forces are in eV/Å.

E_LUMO = -0.1 eV
Kohn-Sham gap = 0.3166 Ha
HOMO level = -8.73 eV
Total energy = -1716.7913 Ha
SMILES = CCN(CC)C(=O)c1c[nH]c2ccc(S(=O)(=O)Nc3cc(C)cc(C)c3)cc2c1=O
Total charge = 0
Relative energy (zero: lowest compared OMol25 entry of this formula, charge and spin) = 90.9 kJ/mol

Record 3
ORCA calculation (wB97M-V/def2-TZVPD) on a molecular structure, C13H21N3O3RhS3Sb in a non-equilibrium geometry.

```
45
Properties=species:S:1:pos:R:3:forces:R:3
Rh -1.35325 0.06874 0.04273 0.8 0.4 -1.3
C 3.81319 -2.31225 0.03880 0.0 0.0 0.0
N 2.48317 -2.18302 -0.55064 0.0 0.0 0.0
C 2.13069 -3.14523 -1.58936 0.0 0.0 0.0
C 1.58287 -1.30561 -0.10726 0.0 0.0 -0.1
O 0.44048 -1.23272 -0.58251 0.0 0.0 0.3
C 2.03383 -0.36305 1.00128 -0.1 0.0 0.0
O 0.91542 0.29258 1.53982 0.1 0.0 0.1
C 1.03074 1.68095 1.73432 -0.1 -0.1 -0.1
C 0.48407 2.42219 0.51464 0.0 0.1 -0.1
O -0.09257 1.77407 -0.38813 0.0 0.0 0.7
N 0.64394 3.73370 0.43293 0.0 0.0 0.0
C 0.10911 4.47915 -0.70501 0.0 0.0 0.0
C 1.26720 4.53719 1.47860 0.0 0.0 0.0
H 4.43706 -2.87132 -0.65293 0.0 0.0 0.0
H 3.78221 -2.85379 0.98581 0.0 0.0 0.0
H 4.27870 -1.34137 0.19554 0.0 0.0 0.0
H 2.83109 -3.06035 -2.41969 0.0 0.0 0.0
H 1.12560 -2.94337 -1.94042 0.0 0.0 0.0
H 2.17754 -4.15847 -1.18811 0.0 0.0 0.0
H 2.75830 0.33821 0.57306 0.0 0.0 0.0
H 2.53077 -0.92827 1.79367 0.1 0.0 0.0
H 2.06824 1.96602 1.92237 0.0 0.0 0.0
H 0.42981 1.93905 2.60919 0.0 0.0 0.0
H -0.29069 3.78720 -1.43660 0.0 0.0 0.0
H 0.90573 5.07374 -1.15189 0.0 0.0 0.0
H -0.68678 5.13895 -0.36012 0.0 0.0 0.0
H 1.32245 3.99850 2.41912 0.0 0.0 0.0
H 0.65552 5.42336 1.64091 0.0 0.0 0.0
H 2.26807 4.85167 1.17914 0.0 0.0 0.0
S -2.13997 3.73546 1.96081 0.0 0.2 0.1
Sb -3.61945 1.94358 1.57603 -0.2 0.1 0.2
S -2.19051 0.08991 2.15562 0.0 0.3 -0.2
S -3.09411 1.36064 -0.69079 0.1 -0.2 0.4
C -3.79960 -3.61963 -1.55090 0.0 -0.1 0.0
C -3.76350 -3.41944 -0.18241 0.0 0.0 0.0
C -3.03212 -2.36040 0.32359 0.0 -0.2 -0.1
N -2.35744 -1.53363 -0.48063 -0.7 -0.4 0.4
C -2.39425 -1.71647 -1.80611 0.0 -0.2 0.0
C -3.10201 -2.75185 -2.37762 0.0 0.0 0.0
H -4.36438 -4.44093 -1.97150 0.0 0.0 0.0
H -4.30002 -4.06646 0.49632 0.0 0.0 0.0
H -2.97602 -2.15319 1.38073 0.0 0.0 0.0
H -1.83798 -1.01113 -2.41027 0.0 0.0 0.0
H -3.11112 -2.86292 -3.45214 0.0 0.0 0.0
```
Forces are in eV/Å.

E_LUMO (spin up / spin down) = -3.5 / -4.8 eV
Kohn-Sham gap (spin up / spin down) = 0.2654 / 0.2164 Ha
HOMO level (spin up / spin down) = -10.71 / -10.70 eV
<S²> = 0.757
Total energy = -2443.1439 Ha
Total charge = +1
Relative energy (zero: lowest compared OMol25 entry of this formula, charge and spin) = 0.0 kJ/mol
Multiplicity = 2

Record 4
ORCA calculation (wB97M-V/def2-TZVPD) on a molecular structure, C14H4F8MnO5S2Se.

```
35
Properties=species:S:1:pos:R:3:forces:R:3
Mn 1.03839 1.07005 -0.78035 0.2 -0.1 -0.2
O -2.04219 1.54143 -3.52864 0.0 0.1 0.1
C -1.45913 1.22640 -2.49243 -0.1 -0.2 0.0
O -0.21683 1.43793 -2.27556 0.1 0.0 -0.1
C -2.26521 0.45870 -1.43628 0.0 0.0 0.0
C -3.38655 -0.20085 -1.94330 0.0 0.0 0.0
C -4.21878 -0.97563 -1.15682 0.0 0.0 0.0
C -3.93644 -1.08938 0.19952 0.0 0.0 0.0
C -2.84407 -0.43051 0.72647 0.0 0.0 0.0
C -1.97980 0.35079 -0.06027 0.0 0.1 0.0
S -0.67211 1.14727 0.84125 -0.2 -0.1 0.2
H -3.57824 -0.07742 -3.00086 0.0 0.0 0.0
H -5.06955 -1.48600 -1.59351 0.0 0.0 0.0
H -4.55965 -1.69839 0.84560 0.0 0.0 0.0
H -2.61547 -0.51641 1.78210 0.0 0.0 0.0
F -1.03539 -4.38874 2.59992 0.0 0.0 0.0
C -0.23594 -3.65588 1.80573 0.0 0.0 0.0
C 1.04391 -3.33571 2.21272 0.0 0.0 -0.1
F 1.48448 -3.76484 3.41030 0.0 0.0 0.0
C 1.86564 -2.58957 1.38562 0.0 0.0 0.1
F 3.09363 -2.31915 1.85176 0.0 0.0 0.0
C 1.45581 -2.12860 0.14025 0.0 0.0 0.0
Se 2.58715 -1.08820 -0.99178 -0.1 0.1 0.1
C 0.16387 -2.48191 -0.23649 -0.1 0.0 0.0
F -0.31612 -2.11033 -1.42434 0.0 0.0 0.0
C -0.67768 -3.23070 0.56845 0.1 0.0 0.0
F -1.90393 -3.57000 0.15426 0.0 0.0 0.0
F 3.11875 5.48211 2.08583 0.0 0.0 0.0
C 3.81557 5.02602 1.00028 0.1 -0.1 -0.1
F 4.96533 5.78407 0.99284 0.0 0.0 0.0
F 3.11539 5.43854 -0.08354 0.0 0.0 0.0
S 3.98072 2.56044 -0.46312 0.0 0.0 0.0
O 4.71332 3.29666 -1.46665 0.0 0.0 0.0
O 4.04489 3.75503 1.06534 -0.1 0.0 0.0
O 2.52627 2.56279 -0.73432 0.1 0.1 0.0
```
Forces are in eV/Å.

E_LUMO (spin up / spin down) = 4.6 / 4.6 eV
Kohn-Sham gap (spin up / spin down) = 0.2470 / 0.2574 Ha
HOMO level (spin up / spin down) = -2.17 / -2.45 eV
<S²> = 8.757
Total energy = -6060.0710 Ha
Total charge = -2
Relative energy (zero: lowest compared OMol25 entry of this formula, charge and spin) = 2.5 kJ/mol
Multiplicity = 6

Record 5
ORCA calculation (wB97M-V/def2-TZVPD) on a molecular structure, CH5FN2 in a non-equilibrium geometry.

```
9
Properties=species:S:1:pos:R:3:forces:R:3
C 1.05727 -1.07295 -0.53042 -0.5 0.8 0.2
N -0.31565 0.97269 -0.32619 0.6 -1.4 -0.6
N -1.34193 0.94324 0.36748 -0.3 0.5 0.9
F -1.13727 0.78114 1.97717 0.0 -0.1 -0.8
H 1.99417 -0.56279 -0.61180 0.3 0.1 0.0
H 0.77307 -1.48072 0.41718 -0.1 -0.1 0.3
H 0.57840 -1.42053 -1.42116 -0.1 -0.1 -0.3
H 0.36539 1.68537 -0.09179 -0.1 0.2 0.3
H -1.97345 0.15456 0.21954 0.3 0.1 0.1
```
Forces are in eV/Å.

E_LUMO (spin up / spin down) = -0.6 / 0.2 eV
Kohn-Sham gap (spin up / spin down) = 0.2972 / 0.3426 Ha
HOMO level (spin up / spin down) = -8.65 / -9.16 eV
Total energy = -250.2642 Ha
Total charge = 0
Relative energy (zero: lowest compared OMol25 entry of this formula, charge and spin) = 520.1 kJ/mol

Record 6
ORCA calculation (wB97M-V/def2-TZVPD) on 2 unconnected molecules or ions with the total composition C2H7ISi in a non-equilibrium geometry.

```
11
Properties=species:S:1:pos:R:3:forces:R:3
C -0.51042 -0.05692 -0.72513 0.7 -1.0 1.5
C 0.24682 -1.42089 1.30128 -0.7 1.0 -1.7
Si 0.19066 1.66244 -0.70692 -0.3 -0.6 -0.1
I -0.34767 -3.37663 0.96504 0.1 0.3 0.0
H -1.55650 -0.21690 -0.51437 -0.2 0.0 0.0
H -0.10322 -0.79664 -1.39988 0.1 -0.1 -0.1
H 1.29894 -1.23456 1.21826 0.3 0.0 0.0
H -0.30382 -0.89728 2.05795 -0.1 0.0 0.2
H 1.59214 1.65572 -0.28765 0.3 0.1 0.1
H -0.62332 2.49868 0.17241 -0.1 0.2 0.2
H 0.11639 2.18299 -2.08097 0.0 0.2 -0.2
```
Forces are in eV/Å.

E_LUMO (spin up / spin down) = -0.2 / -0.3 eV
Kohn-Sham gap (spin up / spin down) = 0.2998 / 0.3058 Ha
HOMO level (spin up / spin down) = -8.40 / -8.57 eV
Total energy = -667.4395 Ha
Total charge = 0
Relative energy (zero: lowest compared OMol25 entry of this formula, charge and spin) = 480.6 kJ/mol

Record 7
ORCA calculation (wB97M-V/def2-TZVPD) on C5H8F2 in the gas phase.

```
15
Properties=species:S:1:pos:R:3:forces:R:3
C 1.82192 0.30490 -0.15789 0.0 0.1 0.1
C 0.61702 -0.04315 0.26088 0.0 -0.2 0.3
C -1.36751 0.08695 -1.26409 0.1 -0.2 0.0
C -0.36791 -0.83070 -0.55620 0.0 0.2 -0.1
C 0.11917 0.34073 1.63114 -0.3 0.3 -0.2
F 0.97093 1.16018 2.28871 0.3 0.3 0.0
F -0.01840 -0.76492 2.41593 -0.1 -0.4 0.0
H 2.49430 0.88191 0.45289 0.1 0.1 0.1
H 2.17289 0.02263 -1.13527 0.0 -0.1 -0.2
H -1.95986 0.65047 -0.54769 -0.1 0.1 0.0
H -2.04404 -0.50298 -1.87682 -0.1 0.0 -0.1
H -0.84272 0.79080 -1.90516 0.0 0.1 -0.1
H 0.17436 -1.41013 -1.30375 0.0 -0.1 0.1
H -0.90561 -1.52503 0.09262 0.1 -0.1 0.0
H -0.86456 0.83833 1.60471 0.2 -0.1 0.0
```
Forces are in eV/Å.

E_LUMO = 1.0 eV
Kohn-Sham gap = 0.4101 Ha
HOMO level = -10.14 eV
Total energy = -395.0294 Ha
SMILES = C=C(CC)C(F)F
Total charge = 0
Relative energy (zero: lowest compared OMol25 entry of this formula, charge and spin) = 7.4 kJ/mol

Record 8
ORCA calculation (wB97M-V/def2-TZVPD) on 11 unconnected molecules or ions with the total composition H23O11 in a non-equilibrium geometry.

```
34
Properties=species:S:1:pos:R:3:forces:R:3
O -3.46037 -0.72280 2.95897 0.6 0.1 -1.1
H -0.00733 -1.62568 -0.00574 0.6 -0.9 0.0
H 1.11086 -0.61545 0.75344 0.4 -2.1 -0.3
O -1.49063 1.56089 2.94393 -0.5 0.1 0.0
H -3.65057 0.07842 3.44307 -0.6 -0.4 0.6
H 0.97765 -0.80239 -0.88132 0.4 -0.1 0.1
O -0.85911 -3.07266 -0.48008 0.4 0.5 0.0
H -0.84722 1.00614 -1.08415 0.1 -0.3 -0.3
H 3.53810 2.51685 0.40650 -0.4 0.0 0.2
O -1.03053 1.87652 -3.48088 -1.0 -0.3 -0.1
H -0.40297 1.63182 -4.16319 0.3 0.3 0.2
H 2.60370 -0.73204 2.15556 -0.2 -0.7 0.1
O -2.65978 -1.89198 -2.45756 1.2 -1.9 0.3
H 4.13227 1.26216 -0.11087 -0.2 -0.3 -0.1
H -2.39244 1.26702 3.10490 0.1 0.4 0.0
O 2.54190 -0.83092 -2.81696 -0.2 0.2 0.8
H 2.06090 -0.42236 -3.53762 0.2 -0.1 -0.3
H -3.71603 -1.50612 3.44351 -0.2 0.2 0.5
O 0.95828 -1.34561 -0.05602 -0.8 1.7 0.1
H -1.58603 -3.51806 -0.04133 -0.2 0.0 -0.2
O 1.72679 -0.33918 2.03330 1.0 0.6 -0.7
H -1.14684 -2.80833 -1.36983 -0.6 -0.3 0.2
H -1.07875 0.74309 2.66707 0.3 -0.3 -0.1
O 0.93265 1.94972 2.13786 0.3 0.7 -0.5
H 2.00479 0.48787 1.57266 -0.2 0.5 0.9
H 0.84175 1.98513 3.09665 -0.1 0.0 -0.1
O 0.12136 0.97977 -1.05592 -0.6 0.6 0.4
H 0.19935 2.45937 1.78962 -0.2 0.3 0.4
H 0.30753 1.71594 -0.45567 0.5 -0.2 0.0
O 3.28558 1.60505 0.20697 0.5 0.1 0.0
H -0.60872 2.35186 -2.76457 0.6 0.0 -0.4
H 3.10531 -1.52524 -3.16491 -0.1 0.0 -0.3
H -2.18553 -1.16898 -2.85277 -1.0 1.0 -0.1
H -3.53943 -1.81925 -2.09476 -0.1 1.1 -0.3
```
Forces are in eV/Å.

E_LUMO = -2.9 eV
Kohn-Sham gap = 0.4210 Ha
HOMO level = -14.33 eV
Total energy = -841.1597 Ha
Total charge = +1
Relative energy (zero: lowest compared OMol25 entry of this formula, charge and spin) = 321.7 kJ/mol